Record 1
{
  "formula": "C13H20N3O7SSe3W",
  "method": "ωB97M-V/def2-TZVPD",
  "de_lowest_kj_mol": 0.6,
  "spin_multiplicity": 1,
  "charge": 1,
  "energy_ha": -8867.65078,
  "e_homo_ev": [-12.04, -12.04],
  "gap_ev": [6.791, 6.787],
  "elements": ["W", "C", "C", "C", "O", "C", "O", "O", "H", "H", "H", "H", "H", "H", "H", "C", "Se", "C", "C", "Se", "C", "H", "H", "H", "H", "H", "H", "H", "H", "H", "H", "O", "S", "O", "O", "O", "Se", "N", "C", "C", "C", "C", "N", "C", "N", "H", "H", "H"],
  "xyz": [[-0.307, 0.336, -0.577], [2.043, 2.981, 1.752], [1.995, 1.675, 2.546], [2.065, 1.913, 4.047], [3.006, 0.772, 2.114], [0.686, 0.980, 2.220], [-0.302, 0.916, 2.868], [0.711, 0.319, 0.965], [2.996, 3.473, 1.956], [1.235, 3.651, 2.042], [1.963, 2.792, 0.682], [2.995, 2.434, 4.280], [2.043, 0.968, 4.588], [1.234, 2.531, 4.383], [3.854, 1.103, 2.431], [3.109, 0.171, -1.226], [1.589, 1.215, -1.835], [0.383, 0.935, -5.244], [-0.475, -0.073, -5.228], [0.295, -1.569, -1.993], [-0.452, -3.290, -1.451], [3.987, 0.800, -1.363], [3.188, -0.716, -1.850], [2.986, -0.078, -0.177], [1.409, 0.804, -5.565], [0.084, 1.935, -4.954], [-0.191, -1.072, -5.536], [-1.505, 0.075, -4.924], [0.025, -3.995, -2.129], [-1.528, -3.330, -1.592], [-0.176, -3.532, -0.429], [-0.384, 3.006, 0.048], [-1.634, 2.507, -0.490], [-2.728, 3.355, -0.730], [-1.168, 1.630, -1.760], [-1.931, 1.215, 0.326], [-4.598, -1.671, -1.478], [-4.663, -2.642, -0.019], [-3.510, -2.469, 0.612], [-3.110, -3.066, 1.838], [-1.876, -2.748, 2.319], [-1.036, -1.846, 1.623], [-1.362, -1.279, 0.486], [-2.599, -1.576, -0.039], [-2.988, -1.039, -1.177], [-3.771, -3.743, 2.363], [-1.518, -3.164, 3.249], [-0.066, -1.596, 2.028]],
  "lowdin_charge": [1.33, 0.01, -0.53, 0.00, 0.00, -0.41, 0.19, -0.31, 0.10, 0.10, 0.05, 0.10, 0.10, 0.10, 0.12, -0.42, 0.77, -0.10, -0.11, 0.72, -0.41, 0.03, 0.01, 0.00, 0.05, 0.05, 0.05, 0.05, 0.03, 0.02, 0.02, -0.31, 0.44, -0.17, -0.53, -0.40, 1.26, -0.20, -0.37, 0.06, 0.00, -0.07, -0.09, -0.51, -0.24, 0.14, 0.13, 0.13]
}

Record 2
{
  "formula": "C28H24Cl60F6NO2",
  "method": "ωB97M-V/def2-TZVPD",
  "spin_multiplicity": 1,
  "charge": 1,
  "energy_ha": -29496.33163,
  "e_homo_ev": -11.62,
  "gap_ev": 6.209,
  "elements": ["O", "C", "O", "C", "F", "F", "C", "F", "F", "F", "C", "C", "C", "N", "C", "F", "C", "H", "H", "H", "H", "C", "Cl", "Cl", "Cl", "H", "C", "Cl", "Cl", "Cl", "H", "C", "Cl", "Cl", "Cl", "H", "C", "Cl", "Cl", "Cl", "H", "C", "Cl", "Cl", "Cl", "H", "C", "Cl", "Cl", "Cl", "H", "C", "Cl", "Cl", "Cl", "H", "C", "Cl", "Cl", "Cl", "H", "C", "Cl", "Cl", "Cl", "H", "C", "Cl", "Cl", "Cl", "H", "C", "Cl", "Cl", "Cl", "H", "C", "Cl", "Cl", "Cl", "H", "C", "Cl", "Cl", "Cl", "H", "C", "Cl", "Cl", "Cl", "H", "C", "Cl", "Cl", "Cl", "H", "C", "Cl", "Cl", "Cl", "H", "C", "Cl", "Cl", "Cl", "H", "C", "Cl", "Cl", "Cl", "H", "C", "Cl", "Cl", "Cl", "H", "C", "Cl", "Cl", "Cl", "H"],
  "xyz": [[-3.198, 0.195, 1.584], [-2.177, 0.189, 0.721], [-2.230, -0.281, -0.673], [-2.129, -1.745, -0.777], [-1.973, -2.041, -2.250], [-3.313, -2.475, -0.199], [-0.803, -2.398, -0.053], [0.461, -1.660, -0.307], [-1.040, -2.690, 1.406], [-0.618, -3.754, -0.692], [-0.733, 0.824, 1.265], [0.119, 0.099, 2.493], [1.557, 0.809, 2.909], [2.059, 2.066, 2.187], [1.282, 2.767, 1.068], [1.821, 4.003, 0.445], [-0.179, 2.176, 0.521], [-0.269, -0.858, 3.043], [2.168, 0.276, 3.768], [2.989, 2.472, 2.507], [-0.764, 2.729, -0.345], [-1.296, 5.793, -1.324], [-1.664, 4.061, -1.362], [-1.056, 6.343, 0.343], [0.134, 6.147, -2.308], [-2.147, 6.335, -1.746], [5.164, 1.852, 5.097], [3.800, 1.725, 3.973], [6.301, 3.099, 4.557], [4.588, 2.202, 6.736], [5.687, 0.893, 5.114], [-2.774, -6.345, -0.489], [-2.439, -7.308, 0.960], [-1.793, -6.909, -1.852], [-4.498, -6.409, -0.894], [-2.508, -5.305, -0.280], [2.309, 5.723, 3.729], [1.892, 4.144, 3.044], [3.740, 6.392, 2.925], [0.941, 6.841, 3.596], [2.542, 5.588, 4.789], [1.424, 9.481, -3.396], [-0.275, 9.798, -3.784], [2.419, 9.545, -4.861], [2.014, 10.639, -2.192], [1.499, 8.476, -2.973], [2.726, -3.033, 3.453], [2.025, -4.296, 2.426], [1.809, -1.525, 3.298], [2.774, -3.561, 5.143], [3.751, -2.848, 3.120], [3.836, 3.350, -2.501], [3.419, 1.771, -3.187], [5.267, 4.019, -3.305], [2.468, 4.468, -2.635], [4.069, 3.215, -1.442], [8.202, 5.084, 7.387], [8.456, 5.970, 8.900], [7.693, 3.420, 7.719], [7.005, 5.911, 6.376], [9.150, 5.053, 6.843], [-0.950, 6.219, 7.129], [-1.179, 7.836, 6.444], [0.088, 5.239, 6.080], [-0.264, 6.325, 8.759], [-1.927, 5.733, 7.198], [-1.365, 12.491, -6.484], [-3.064, 12.809, -6.872], [-0.369, 12.556, -7.949], [-0.775, 13.649, -5.280], [-1.290, 11.486, -6.061], [-4.609, 4.636, 6.140], [-4.977, 2.903, 6.103], [-4.369, 5.185, 7.807], [-3.179, 4.990, 5.156], [-5.460, 5.177, 5.718], [-2.872, -6.625, -5.422], [-3.290, -8.204, -6.108], [-1.442, -5.956, -6.226], [-4.241, -5.507, -5.556], [-2.640, -6.760, -4.363], [-4.604, -11.033, -8.063], [-4.270, -11.997, -6.615], [-3.623, -11.598, -9.427], [-6.328, -11.098, -8.469], [-4.339, -9.994, -7.855], [8.379, 8.882, 11.581], [8.842, 7.197, 11.874], [7.920, 9.115, 9.886], [7.053, 9.358, 12.656], [9.241, 9.518, 11.795], [-7.506, -7.692, -6.313], [-8.640, -7.862, -7.663], [-8.342, -7.097, -4.868], [-6.703, -9.235, -5.976], [-6.743, -6.961, -6.594], [-6.906, -9.194, -1.368], [-6.571, -10.158, 0.080], [-5.924, -9.758, -2.731], [-8.629, -9.258, -1.774], [-6.640, -8.155, -1.159], [-2.001, -15.321, -9.497], [-0.845, -14.552, -10.597], [-3.103, -16.380, -10.393], [-1.150, -16.231, -8.237], [-2.592, -14.537, -9.015], [2.020, -18.707, -8.066], [1.653, -20.439, -8.103], [2.260, -18.157, -6.399], [3.451, -18.353, -9.050], [1.169, -18.165, -8.488], [-1.657, 7.075, -6.402], [-2.634, 6.926, -4.932], [-0.213, 8.055, -6.093], [-1.204, 5.475, -7.013], [-2.257, 7.578, -7.165], [4.014, 7.724, 11.345], [4.348, 6.761, 12.794], [4.995, 7.160, 9.982], [2.290, 7.660, 10.940], [4.280, 8.764, 11.554]],
  "lowdin_charge": [0.09, -0.20, 0.06, -0.16, 0.06, 0.05, -0.12, 0.05, 0.02, 0.02, 0.04, -0.04, -0.17, -0.21, -0.10, -0.09, 0.11, 0.08, -0.02, -0.05, -0.05, -1.44, 0.64, 0.55, 0.51, 0.02, -1.42, 0.71, 0.54, 0.56, 0.03, -1.52, 0.54, 0.56, 0.55, -0.02, -1.45, 0.74, 0.56, 0.51, 0.00, -1.53, 0.47, 0.52, 0.54, -0.03, -1.43, 0.57, 0.72, 0.56, 0.03, -1.53, 0.52, 0.54, 0.48, 0.01, -1.51, 0.49, 0.50, 0.50, 0.02, -1.55, 0.53, 0.50, 0.53, -0.10, -1.55, 0.52, 0.52, 0.51, -0.03, -1.49, 0.53, 0.57, 0.55, 0.02, -1.53, 0.54, 0.53, 0.53, -0.05, -1.56, 0.51, 0.53, 0.50, -0.05, -1.50, 0.51, 0.49, 0.53, 0.02, -1.51, 0.53, 0.51, 0.47, -0.01, -1.55, 0.52, 0.50, 0.52, -0.04, -1.54, 0.51, 0.52, 0.52, -0.01, -1.55, 0.52, 0.51, 0.51, -0.02, -1.50, 0.51, 0.48, 0.53, 0.03, -1.54, 0.52, 0.49, 0.51, 0.00]
}

Record 3
{
  "formula": "C12H33AsN2O4PtS2Si3",
  "method": "ωB97M-V/def2-TZVPD",
  "de_lowest_kj_mol": 78.1,
  "spin_multiplicity": 1,
  "energy_ha": -4907.64220,
  "e_homo_ev": -8.44,
  "gap_ev": 8.486,
  "elements": ["Pt", "O", "S", "O", "O", "O", "C", "Si", "C", "C", "As", "Si", "C", "C", "C", "Si", "C", "C", "C", "H", "H", "H", "H", "H", "H", "H", "H", "H", "H", "H", "H", "H", "H", "H", "H", "H", "H", "H", "H", "H", "H", "H", "H", "H", "H", "H", "S", "C", "N", "C", "C", "N", "H", "H", "H", "H", "H", "H"],
  "xyz": [[0.026, 1.635, 0.090], [2.089, 4.152, 2.250], [0.956, 3.388, 1.832], [1.315, 1.878, 1.666], [0.577, 3.680, 0.360], [-0.226, 3.485, 2.645], [-0.707, -1.935, -2.613], [-1.540, -1.975, -0.934], [-3.272, -1.263, -0.971], [-1.607, -3.749, -0.323], [-0.233, -0.675, 0.544], [-1.282, -0.574, 2.694], [-0.079, -0.003, 3.992], [-1.933, -2.287, 3.117], [-2.674, 0.649, 2.463], [1.998, -1.497, 0.519], [2.824, -0.599, -0.900], [1.994, -3.350, 0.216], [2.818, -1.099, 2.146], [-1.331, -2.453, -3.346], [0.261, -2.436, -2.585], [-0.561, -0.908, -2.948], [-3.829, -1.682, -1.813], [-3.284, -0.179, -1.070], [-3.807, -1.523, -0.056], [-2.245, -4.330, -0.993], [-2.022, -3.827, 0.680], [-0.623, -4.213, -0.317], [0.706, -0.734, 4.183], [-0.643, 0.135, 4.919], [0.372, 0.950, 3.723], [-1.157, -3.050, 3.038], [-2.767, -2.578, 2.478], [-2.292, -2.288, 4.148], [-2.264, 1.635, 2.232], [-3.252, 0.733, 3.387], [-3.352, 0.352, 1.661], [2.326, -0.806, -1.850], [3.870, -0.904, -0.985], [2.786, 0.477, -0.723], [1.598, -3.610, -0.766], [1.412, -3.880, 0.970], [3.019, -3.722, 0.269], [2.653, -0.056, 2.412], [3.894, -1.269, 2.061], [2.441, -1.731, 2.951], [-1.303, 1.734, -1.836], [-0.240, 2.778, -2.716], [0.112, 4.012, -2.368], [1.222, 4.464, -3.207], [1.053, 3.577, -4.452], [0.315, 2.450, -3.883], [0.082, 4.264, -1.379], [2.170, 4.274, -2.697], [1.139, 5.525, -3.430], [2.003, 3.256, -4.872], [0.463, 4.072, -5.228], [0.031, 1.628, -4.386]],
  "lowdin_charge": [0.58, -0.29, 0.29, -0.55, -0.52, -0.33, -0.22, 0.29, -0.22, -0.20, 0.75, 0.33, -0.19, -0.22, -0.21, 0.32, -0.22, -0.22, -0.20, 0.04, 0.02, -0.01, 0.04, -0.01, 0.03, 0.04, 0.01, 0.01, 0.02, 0.04, 0.02, 0.03, 0.02, 0.03, 0.02, 0.04, 0.02, 0.02, 0.03, 0.02, 0.01, 0.03, 0.03, 0.02, 0.04, 0.03, 0.58, -0.77, 0.05, -0.11, -0.12, 0.04, 0.10, 0.13, 0.12, 0.12, 0.12, 0.14]
}

What did the first record say?
{
  "formula": "C13H20N3O7SSe3W",
  "method": "ωB97M-V/def2-TZVPD",
  "de_lowest_kj_mol": 0.6,
  "spin_multiplicity": 1,
  "charge": 1,
  "energy_ha": -8867.65078,
  "e_homo_ev": [-12.04, -12.04],
  "gap_ev": [6.791, 6.787],
  "elements": ["W", "C", "C", "C", "O", "C", "O", "O", "H", "H", "H", "H", "H", "H", "H", "C", "Se", "C", "C", "Se", "C", "H", "H", "H", "H", "H", "H", "H", "H", "H", "H", "O", "S", "O", "O", "O", "Se", "N", "C", "C", "C", "C", "N", "C", "N", "H", "H", "H"],
  "xyz": [[-0.307, 0.336, -0.577], [2.043, 2.981, 1.752], [1.995, 1.675, 2.546], [2.065, 1.913, 4.047], [3.006, 0.772, 2.114], [0.686, 0.980, 2.220], [-0.302, 0.916, 2.868], [0.711, 0.319, 0.965], [2.996, 3.473, 1.956], [1.235, 3.651, 2.042], [1.963, 2.792, 0.682], [2.995, 2.434, 4.280], [2.043, 0.968, 4.588], [1.234, 2.531, 4.383], [3.854, 1.103, 2.431], [3.109, 0.171, -1.226], [1.589, 1.215, -1.835], [0.383, 0.935, -5.244], [-0.475, -0.073, -5.228], [0.295, -1.569, -1.993], [-0.452, -3.290, -1.451], [3.987, 0.800, -1.363], [3.188, -0.716, -1.850], [2.986, -0.078, -0.177], [1.409, 0.804, -5.565], [0.084, 1.935, -4.954], [-0.191, -1.072, -5.536], [-1.505, 0.075, -4.924], [0.025, -3.995, -2.129], [-1.528, -3.330, -1.592], [-0.176, -3.532, -0.429], [-0.384, 3.006, 0.048], [-1.634, 2.507, -0.490], [-2.728, 3.355, -0.730], [-1.168, 1.630, -1.760], [-1.931, 1.215, 0.326], [-4.598, -1.671, -1.478], [-4.663, -2.642, -0.019], [-3.510, -2.469, 0.612], [-3.110, -3.066, 1.838], [-1.876, -2.748, 2.319], [-1.036, -1.846, 1.623], [-1.362, -1.279, 0.486], [-2.599, -1.576, -0.039], [-2.988, -1.039, -1.177], [-3.771, -3.743, 2.363], [-1.518, -3.164, 3.249], [-0.066, -1.596, 2.028]],
  "lowdin_charge": [1.33, 0.01, -0.53, 0.00, 0.00, -0.41, 0.19, -0.31, 0.10, 0.10, 0.05, 0.10, 0.10, 0.10, 0.12, -0.42, 0.77, -0.10, -0.11, 0.72, -0.41, 0.03, 0.01, 0.00, 0.05, 0.05, 0.05, 0.05, 0.03, 0.02, 0.02, -0.31, 0.44, -0.17, -0.53, -0.40, 1.26, -0.20, -0.37, 0.06, 0.00, -0.07, -0.09, -0.51, -0.24, 0.14, 0.13, 0.13]
}